106
Properties=species:S:1:pos:R:3:forces:R:3 method="wB97M-V/def2-TZVPD" homo_ha=-0.4423 energy_ha=-1665.95602 charge=+2 gap_ev=7.961
C 25.178410 7.977310 1.207100 -0.581 -0.103 -0.158
C 23.731790 7.730300 0.697950 -0.271 0.524 1.263
C 23.666050 7.273970 -0.715290 -0.886 0.333 -2.430
C 22.173730 6.961280 -1.282780 0.818 -0.788 1.125
N 22.068940 6.005230 -2.450450 0.958 0.970 0.474
C 22.700260 4.676360 -2.018910 -0.292 -0.260 -1.036
C 21.538050 3.690740 -2.015850 0.939 -0.664 -1.588
C 20.524400 4.254950 -3.079720 0.291 1.043 1.404
C 20.561640 5.767280 -2.717020 0.610 -1.619 -0.848
C 22.806730 6.570210 -3.693000 -1.034 -0.689 0.343
H 25.586870 8.862420 0.719400 0.232 -0.123 -0.115
H 25.825190 7.116010 1.039980 0.024 -0.004 -0.360
H 25.256410 8.144590 2.281360 -0.439 0.133 0.020
H 23.130270 8.635850 0.777070 0.084 0.246 0.209
H 23.222920 7.012490 1.341300 0.095 -0.199 0.124
H 24.422040 6.496010 -0.821940 -0.558 -0.756 -0.307
H 24.050960 8.047040 -1.380350 0.010 0.390 0.064
H 21.495260 7.767300 -1.562250 0.816 0.758 0.329
H 21.648230 6.380760 -0.524520 0.004 0.207 0.384
H 23.453380 4.456430 -2.775570 -0.184 -0.205 -0.090
H 23.246610 4.674900 -1.075720 -0.397 0.703 0.015
H 21.944740 2.765030 -2.423000 -0.147 -0.256 0.195
H 21.278800 3.460980 -0.982360 -0.964 0.320 -0.276
H 20.851800 4.142850 -4.113330 0.087 -0.578 0.168
H 19.517850 3.868080 -2.920710 0.115 -0.056 -0.310
H 20.253500 6.472120 -3.489250 -0.062 -0.111 0.159
H 19.905750 5.790990 -1.846760 0.703 0.957 0.381
H 22.296500 7.449440 -4.086350 0.100 0.225 0.607
H 22.744670 5.834120 -4.494510 0.108 -0.248 0.220
H 23.850230 6.756760 -3.439210 -0.251 0.043 0.115
C 19.021030 14.956900 -5.444060 2.074 0.332 0.426
C 20.262810 14.879550 -6.430480 -1.889 -0.659 0.267
C 21.410160 13.977890 -5.902690 0.630 0.216 -1.343
C 22.572440 13.953250 -6.982130 -0.045 -0.039 0.350
N 23.973320 13.478510 -6.547440 -0.478 0.039 0.418
C 24.545800 14.519360 -5.542870 2.057 0.326 -0.624
C 25.485320 15.456130 -6.351470 -0.636 -0.404 -1.198
C 25.896740 14.661320 -7.613310 0.166 -1.333 0.191
C 24.888870 13.476600 -7.782870 0.993 0.728 0.170
C 23.888760 12.052830 -5.918620 -1.273 0.438 -0.225
C 23.155320 10.970860 -6.704950 0.597 -1.329 -1.509
C 23.056300 9.609040 -5.967020 -1.000 1.127 0.616
H 18.406170 15.840090 -5.617300 0.029 -0.192 -0.226
H 19.542130 15.106040 -4.498380 -0.596 0.090 0.566
H 18.407530 14.062020 -5.339570 0.194 -0.011 -0.401
H 20.665410 15.884990 -6.553330 -0.036 0.035 -0.033
H 19.778830 14.588070 -7.362630 0.797 -0.265 -0.454
H 21.166510 12.943480 -5.660340 -0.500 0.101 -0.050
H 21.676250 14.465670 -4.964940 0.602 -0.178 0.026
H 22.717080 14.941150 -7.419440 0.114 0.172 0.226
H 22.421400 13.302880 -7.843710 -0.846 -0.025 0.233
H 25.226070 14.053260 -4.830070 -0.375 -0.804 -0.125
H 23.898470 15.145720 -4.929080 -0.972 -0.722 -0.516
H 26.321400 15.762800 -5.722970 -0.018 0.013 -0.193
H 24.978420 16.345670 -6.725450 -0.144 0.099 0.425
H 26.832130 14.112690 -7.503040 0.345 0.580 0.334
H 26.009340 15.219610 -8.542690 -0.274 0.290 0.295
H 25.496920 12.574260 -7.847320 -0.430 -0.275 0.632
H 24.402960 13.492210 -8.758440 -0.847 0.275 0.502
H 23.247840 12.197820 -5.048960 0.696 0.085 0.638
H 24.902770 11.704780 -5.721770 -0.056 0.369 0.342
H 23.679710 10.606350 -7.588260 0.568 0.902 -0.410
H 22.176800 11.220750 -7.115020 -0.108 0.389 0.525
H 22.279830 9.709060 -5.208610 0.222 -0.191 0.456
H 24.000530 9.328800 -5.500110 -0.055 -0.144 -0.104
H 22.680040 8.861580 -6.665470 0.392 -0.044 -0.062
C 23.500090 11.947830 3.026880 -1.366 -0.515 -1.303
C 24.847220 12.542270 2.886860 1.599 -0.525 -0.146
C 25.612250 12.157710 1.578380 -0.936 1.499 -0.096
C 25.108090 13.024770 0.372510 1.191 -0.232 0.175
N 26.165590 13.116620 -0.756960 0.318 0.047 1.470
C 27.373990 14.011290 -0.262910 -1.005 -0.451 1.013
C 27.817220 14.809790 -1.446150 -0.576 -0.415 0.299
C 26.499410 15.173310 -2.085210 -0.733 0.256 -0.940
C 25.609960 13.917910 -1.922900 1.227 -0.616 -0.994
C 26.750560 11.714670 -1.143510 0.930 1.060 0.763
C 25.775310 10.750290 -1.745580 -1.025 -0.015 -1.565
C 26.304490 9.721940 -2.763600 1.157 0.010 0.382
H 23.587770 10.877060 3.210880 -0.205 0.073 0.762
H 22.992160 11.927640 2.062670 -0.187 0.325 -0.321
H 22.808000 12.500340 3.662370 0.294 -0.424 0.447
H 25.477830 12.099070 3.657580 0.045 0.320 0.341
H 24.867700 13.620250 3.047020 0.005 0.052 -0.197
H 25.535270 11.096090 1.343560 -0.177 -0.018 0.125
H 26.650250 12.370030 1.834480 0.173 0.073 -0.497
H 24.988070 14.075870 0.634970 -0.115 -0.085 0.373
H 24.155550 12.713450 -0.056270 0.165 -0.393 -0.127
H 28.098840 13.383700 0.255570 0.008 -0.034 -0.330
H 26.977920 14.713860 0.470330 -0.281 -0.266 0.148
H 28.375590 14.107720 -2.065350 0.547 0.784 -0.387
H 28.265360 15.754250 -1.137510 0.852 -0.528 -0.167
H 26.682800 15.400870 -3.135300 -0.176 -0.380 -0.289
H 26.089790 16.132540 -1.768690 -0.186 -0.298 0.813
H 25.906500 13.293830 -2.765920 -0.464 -0.088 -0.258
H 24.522170 13.987280 -1.921580 0.143 0.095 0.338
H 27.200020 11.256540 -0.262490 -0.354 0.396 0.494
H 27.663180 12.025060 -1.652300 -0.288 -0.408 -1.055
H 25.020030 11.333970 -2.271850 -0.477 -0.080 0.181
H 25.265850 10.175460 -0.972200 -0.096 0.324 0.127
H 26.667870 10.112440 -3.714160 -0.138 0.513 0.033
H 25.606010 8.927620 -3.026810 -0.286 0.233 0.366
H 27.185020 9.250620 -2.326990 0.060 -0.358 -0.009
N 21.969080 11.195390 -2.071800 -1.775 -0.298 1.101
O 22.435480 10.085200 -2.333860 2.024 -1.287 -1.124
O 22.521250 12.266680 -2.270040 2.900 1.719 -1.328
O 20.885120 11.241090 -1.550140 -2.615 -0.250 1.135